{"formula": "C10H18NO", "method": "ωB97M-V with the def2-TZVPD basis set", "lumo_energy_ev": -3.12, "orbital_gap_ev": 9.068, "relative_energy_kj_mol": 1.5, "max_force_ha_per_bohr": 0.04301, "total_charge": 1, "species": ["C", "C", "N", "H", "H", "H", "H", "H", "H", "H", "H", "C", "C", "C", "C", "C", "C", "C", "C", "O", "H", "H", "H", "H", "H", "H", "H", "H", "H", "H"], "xyz": [[0.78, -1.14, 3.00], [1.19, 0.26, 2.56], [-0.43, -1.56, 2.14], [1.46, -1.98, 2.92], [0.37, -1.23, 4.01], [0.79, 0.60, 1.61], [2.28, 0.30, 2.64], [-0.14, -1.49, 1.16], [-0.83, -2.47, 2.37], [-1.10, -0.80, 2.24], [0.89, 0.96, 3.34], [1.53, 1.19, -1.76], [1.48, 2.12, -2.97], [0.19, 0.55, -1.46], [0.02, -0.82, -1.73], [-0.87, 1.23, -0.88], [-1.08, -1.50, -1.20], [-2.03, 0.59, -0.44], [-2.08, -0.80, -0.55], [-3.10, -1.49, 0.09], [2.29, 0.43, -1.85], [1.80, 1.77, -0.87], [1.38, 1.65, -3.95], [0.79, -1.32, -2.30], [-0.87, 2.31, -0.72], [-1.20, -2.57, -1.37], [-2.72, 1.11, 0.19], [-3.95, -1.40, -0.36], [2.46, 2.59, -3.08], [0.74, 2.90, -2.78]]}



{"formula": "C5H13N3", "method": "ωB97M-V with the def2-TZVPD basis set", "smiles": "C[C@H](N)CC/N=C\\N", "lumo_energy_ev": 0.93, "orbital_gap_ev": 9.849, "relative_energy_kj_mol": 106.3, "max_force_ha_per_bohr": 0.05043, "species": ["C", "C", "C", "C", "N", "C", "N", "N", "H", "H", "H", "H", "H", "H", "H", "H", "H", "H", "H", "H", "H"], "xyz": [[0.04, 2.57, 1.54], [-0.59, 1.23, 1.26], [-0.75, 1.00, -0.30], [-0.89, -0.48, -0.69], [1.33, -2.33, -0.80], [0.83, -1.59, -1.86], [-0.14, -0.77, -1.89], [-0.03, 0.09, 1.95], [1.10, 2.61, 1.26], [-0.16, 2.95, 2.55], [-0.54, 3.32, 0.95], [-1.66, 1.20, 1.53], [0.14, 1.50, -0.70], [-1.66, 1.48, -0.61], [-0.82, -1.12, 0.17], [-1.95, -0.59, -1.02], [1.04, -2.15, 0.15], [2.33, -2.35, -0.85], [1.29, -1.81, -2.82], [0.05, 0.24, 2.94], [0.82, -0.24, 1.51]]}